Molecular formula: C42H49AuF6N5O2PSTe2
Method: DFT, ωB97M-V with the def2-TZVPD basis set

Each line ends with the Mulliken charge.
Positions of all 109 atoms, in Å:
Au  -0.473  1.109  -0.566  1.74
S  1.816  2.510  5.419  -0.18
C  1.116  2.232  3.857  1.43
C  -0.143  2.669  3.445  -1.13
C  -0.597  2.367  2.182  -0.81
N  0.136  1.662  1.306  0.16
C  1.365  1.253  1.683  -0.29
C  1.878  1.507  2.924  -1.39
C  0.527  3.405  6.256  0.04
C  0.549  4.791  6.284  0.01
C  -0.475  5.440  6.963  -0.39
N  -1.465  4.803  7.580  -0.55
C  -1.461  3.473  7.554  -0.36
C  -0.486  2.722  6.911  -0.01
H  -0.789  3.232  4.103  0.43
H  -1.587  2.664  1.874  0.54
H  1.947  0.719  0.946  0.32
H  2.866  1.144  3.174  0.62
H  1.337  5.351  5.800  0.42
H  -0.496  6.522  7.012  0.38
H  -2.274  2.981  8.075  0.38
H  -0.519  1.641  6.926  0.42
N  2.021  3.212  -0.670  -0.35
C  3.155  2.969  -0.635  0.26
N  4.431  2.651  -0.598  -0.03
C  5.253  3.128  0.534  -0.54
C  6.028  4.366  0.116  -0.58
O  6.783  4.102  -1.049  -0.38
C  5.951  3.790  -2.147  -0.62
C  5.168  2.517  -1.872  -0.59
H  5.942  2.324  0.799  0.29
H  4.601  3.332  1.382  0.45
H  6.732  4.655  0.894  0.38
H  5.337  5.201  -0.062  0.32
H  6.599  3.657  -3.012  0.37
H  5.261  4.621  -2.348  0.32
H  5.852  1.673  -1.768  0.29
H  4.459  2.303  -2.671  0.46
F  -2.801  2.422  0.418  -0.41
P  -3.826  1.102  0.703  1.24
F  -4.717  -0.178  0.942  -0.33
F  -2.443  0.206  0.976  -0.41
F  -3.827  1.509  2.237  -0.41
F  -3.630  0.736  -0.874  -0.24
F  -5.061  2.031  0.359  -0.39
C  0.170  3.518  -3.132  -0.88
Te  -0.966  3.516  -1.355  0.35
C  -2.798  3.288  -2.359  -0.87
H  -0.426  4.014  -3.895  0.51
H  0.345  2.481  -3.410  0.14
H  1.096  4.048  -2.940  0.34
H  -2.804  2.353  -2.913  0.11
H  -2.846  4.137  -3.042  0.57
H  -3.598  3.323  -1.626  0.28
C  -2.888  -5.763  3.809  -1.65
C  -2.414  -4.757  2.801  0.43
C  -3.288  -4.198  1.879  -0.94
C  -2.889  -3.265  0.925  1.07
C  -3.915  -2.724  -0.027  -1.27
C  -1.535  -2.926  0.941  0.72
Te  -0.651  -1.658  -0.472  0.59
N  -1.880  -1.535  -2.015  -0.29
C  -1.796  -0.428  -2.671  0.46
O  -0.990  0.610  -2.432  -0.90
C  -2.638  -0.267  -3.877  0.24
C  -2.226  0.560  -4.922  -0.02
C  -3.031  0.707  -6.039  -0.87
C  -4.252  0.047  -6.105  -0.49
C  -4.664  -0.771  -5.062  -0.83
C  -3.855  -0.939  -3.951  -0.27
C  0.797  -2.872  -1.391  0.36
C  0.402  -4.122  -1.884  0.69
C  -0.981  -4.701  -1.751  -1.39
C  1.374  -4.884  -2.527  -1.02
C  2.681  -4.449  -2.685  0.44
C  3.706  -5.295  -3.382  -1.60
C  3.026  -3.199  -2.176  -1.01
C  2.109  -2.396  -1.520  1.03
C  2.569  -1.078  -0.956  -0.65
C  -0.614  -3.424  1.872  0.74
C  0.835  -3.014  1.914  -1.58
C  -1.082  -4.350  2.788  -0.99
H  -3.959  -5.934  3.728  0.38
H  -2.669  -5.425  4.822  0.38
H  -2.377  -6.716  3.665  0.36
H  -4.333  -4.483  1.902  0.45
H  -4.904  -2.813  0.417  0.67
H  -3.910  -3.293  -0.959  0.32
H  -3.758  -1.676  -0.264  -0.12
H  -1.271  1.067  -4.868  0.41
H  -2.707  1.331  -6.861  0.45
H  -4.883  0.170  -6.975  0.43
H  -5.619  -1.277  -5.114  0.45
H  -4.167  -1.567  -3.128  0.41
H  -1.760  -3.957  -1.901  0.01
H  -1.117  -5.161  -0.770  0.35
H  -1.125  -5.476  -2.501  0.54
H  1.087  -5.852  -2.921  0.44
H  3.271  -6.217  -3.761  0.37
H  4.515  -5.554  -2.698  0.35
H  4.147  -4.753  -4.219  0.38
H  4.044  -2.844  -2.290  0.49
H  3.610  -0.899  -1.217  0.38
H  2.516  -1.089  0.136  0.20
H  1.986  -0.233  -1.335  -0.14
H  0.978  -1.949  1.692  0.03
H  1.440  -3.594  1.213  0.42
H  1.238  -3.170  2.913  0.57
H  -0.393  -4.754  3.521  0.53

Results
calculated total energy	-110592.3023	eV
frontier orbital gap	5.855	eV
lowest unoccupied orbital energy	-0.287	Ha
total charge	+2
energy above the lowest of the compared OMol25 structures with the same formula, charge and spin	5.37	kcal per mole
2S+1	1